[1]
Molecular formula: C28H48F3GaO10P
Method: DFT, wB97M-V/def2-TZVPD

Geometry as XYZ:
```
91
C28H48F3GaO10P | the Open Molecules 2025 dataset | wB97M-V/def2-TZVPD
C -2.26 -4.88 4.13
C -3.13 -4.87 2.86
P -4.00 -3.26 2.47
C -4.42 -2.66 4.18
Ga -2.42 -1.68 1.71
C -0.45 -2.13 2.09
C -0.04 -3.55 1.65
C 1.21 -3.73 0.76
C 2.29 -2.67 0.80
O 2.66 -2.37 2.16
C 3.12 -1.11 2.32
C 2.49 -0.37 3.46
O 3.97 -0.64 1.60
C -2.40 -1.39 -0.32
C -1.76 -0.01 -0.53
C -0.65 0.10 -1.55
F -0.77 1.20 -2.36
F -0.51 -0.94 -2.40
F 0.57 0.25 -0.95
H -2.89 -5.01 5.01
H -1.74 -3.93 4.24
H -1.53 -5.70 4.10
H -2.54 -5.15 1.99
H -3.92 -5.63 2.95
H -3.55 -2.25 4.71
H -4.85 -3.47 4.78
H -5.17 -1.88 4.10
H -2.75 -0.25 2.40
H 0.13 -1.34 1.60
H -0.32 -2.03 3.17
H -0.87 -4.00 1.09
H 0.08 -4.17 2.54
H 1.67 -4.69 1.00
H 0.90 -3.81 -0.30
H 3.17 -3.02 0.26
H 1.96 -1.75 0.30
H 3.19 0.38 3.83
H 1.58 0.13 3.10
H 2.18 -1.04 4.26
H -3.40 -1.44 -0.75
H -1.82 -2.20 -0.75
H -2.53 0.73 -0.78
H -1.30 0.34 0.40
O -7.32 -1.68 5.60
C -8.00 -1.51 4.64
O -8.06 -2.41 3.63
C -8.84 -1.90 2.54
C -9.75 -0.84 3.16
C -8.87 -0.31 4.30
H -8.15 -1.48 1.80
H -9.38 -2.73 2.09
H -10.06 -0.08 2.45
H -10.64 -1.31 3.57
H -8.21 0.49 3.96
H -9.42 0.02 5.17
O -4.22 3.61 -3.36
C -3.39 4.01 -4.10
O -3.65 4.99 -5.01
C -2.50 5.21 -5.85
C -1.31 4.69 -5.05
C -1.94 3.56 -4.25
H -2.65 4.66 -6.78
H -2.45 6.28 -6.07
H -0.48 4.39 -5.68
H -0.96 5.47 -4.37
H -1.94 2.61 -4.79
H -1.49 3.41 -3.27
O 5.42 1.02 -4.64
C 5.02 0.99 -3.50
O 5.86 1.09 -2.45
C 5.14 0.93 -1.20
C 3.70 1.27 -1.55
C 3.60 0.82 -3.00
H 5.25 -0.10 -0.88
H 5.58 1.59 -0.46
H 2.98 0.79 -0.89
H 3.54 2.35 -1.49
H 3.33 -0.23 -3.09
H 2.92 1.41 -3.61
O 9.31 5.52 -0.82
C 9.30 4.64 -1.63
O 8.67 3.46 -1.41
C 8.90 2.55 -2.51
C 9.26 3.45 -3.69
C 9.95 4.62 -3.00
H 9.72 1.89 -2.23
H 8.00 1.97 -2.67
H 9.86 2.94 -4.43
H 8.34 3.79 -4.17
H 11.02 4.44 -2.86
H 9.81 5.57 -3.49
```

Calculated values
- total charge = -1
- LUMO energy (eV) = 2.12
- HOMO level (eV) = -3.8
- spin multiplicity = 1

Results of the Löwdin charge analysis, in e, for atoms 1 through 2:
1. C -0.191
2. C -0.531

=====

[2]
Molecular formula: C28H48GeN5OSi2V
Method: DFT, wB97M-V/def2-TZVPD

Geometry as XYZ:
```
86
C28H48GeN5OSi2V | the Open Molecules 2025 dataset | wB97M-V/def2-TZVPD
V -0.73 0.09 -0.21
C -0.10 4.53 -2.10
Si 0.34 2.76 -1.61
C -0.29 1.76 -3.08
C 2.21 2.68 -1.49
C -0.46 2.31 0.02
C -1.91 2.44 -0.12
C -2.74 3.51 0.25
C -4.08 3.46 -0.05
C -4.62 2.35 -0.70
C -3.76 1.30 -0.99
N -2.46 1.35 -0.69
Si 0.34 3.09 1.50
C -0.82 2.98 3.01
C 0.74 4.93 1.36
C 2.00 2.26 1.87
H 0.37 4.79 -3.05
H 0.22 5.27 -1.36
H -1.18 4.65 -2.22
H 0.20 2.13 -3.99
H -1.37 1.88 -3.20
H -0.07 0.70 -2.97
H 2.64 2.81 -2.48
H 2.54 1.73 -1.08
H 2.59 3.48 -0.85
H -2.31 4.38 0.73
H -4.73 4.29 0.21
H -5.66 2.29 -0.96
H -4.11 0.38 -1.45
H -1.18 3.98 3.27
H -0.29 2.59 3.88
H -1.70 2.36 2.83
H -0.15 5.52 1.13
H 1.48 5.14 0.58
H 1.15 5.28 2.31
H 2.05 1.26 1.44
H 2.18 2.20 2.95
H 2.81 2.83 1.44
C -1.83 -2.44 -2.91
C -1.76 -2.45 -1.41
O -2.15 -1.47 -0.76
N -1.31 -3.56 -0.83
C -1.02 -3.64 0.59
C 0.25 -4.43 0.77
C 1.28 -3.97 1.58
C 2.42 -4.75 1.70
C 2.49 -5.95 1.02
C 1.42 -6.32 0.23
N 0.31 -5.58 0.11
H -2.87 -2.44 -3.21
H -1.32 -3.29 -3.36
H -1.37 -1.51 -3.24
H -0.97 -4.32 -1.39
H -1.84 -4.13 1.12
H -0.92 -2.64 0.99
H 1.20 -3.01 2.07
H 3.25 -4.41 2.31
H 3.37 -6.58 1.08
H 1.44 -7.25 -0.33
C 0.31 -0.41 3.28
C -1.15 -0.29 3.00
N -1.72 -0.13 1.83
C -3.08 -0.07 2.06
C -3.32 -0.17 3.40
N -2.08 -0.32 3.98
H 0.86 -0.42 2.34
H 0.53 -1.32 3.84
H 0.67 0.45 3.86
H -3.78 0.05 1.26
H -4.23 -0.16 3.97
H -1.89 -0.39 4.96
C 3.99 -1.31 -0.67
Ge 2.34 -1.45 -1.73
C 2.62 -0.54 -3.45
C 2.08 -3.36 -2.18
C 0.84 -0.69 -0.81
H 4.85 -1.72 -1.19
H 3.86 -1.84 0.28
H 4.19 -0.26 -0.44
H 3.36 -1.07 -4.05
H 2.97 0.48 -3.29
H 1.69 -0.49 -4.02
H 2.93 -3.74 -2.76
H 1.17 -3.48 -2.77
H 1.99 -3.96 -1.27
H 0.83 -1.02 0.28
```

Calculated values
- <S²> = 2.1527
- total charge = 0
- LUMO energy (alpha / beta) (eV) = 0.35 / 0.35
- relative energy (zero: lowest compared OMol25 entry of this formula, charge and spin) (kcal/mol) = 9.2
- HOMO level (alpha / beta) (eV) = -6.1 / -6.8
- spin multiplicity = 3

Results of the Löwdin charge analysis, in e, for atoms 1 through 2:
1. V 0.637
2. C -0.170

=====

[3]
Molecular formula: C28H48O24
Method: DFT, wB97M-V/def2-TZVPD

Geometry as XYZ:
```
100
C28H48O24 | the Open Molecules 2025 dataset | wB97M-V/def2-TZVPD
C -0.37 1.41 3.84
C 0.46 2.64 4.04
C -0.16 3.90 3.70
O -0.79 4.31 4.91
C -0.14 3.70 5.87
O -0.35 3.87 7.13
O 0.73 2.90 5.47
H -0.36 1.16 2.81
H -1.39 1.53 4.05
H 0.09 0.51 4.27
H 1.28 2.39 3.48
H -0.79 3.70 2.85
H 0.66 4.59 3.39
C 1.33 -0.11 -0.70
C 0.69 1.14 -1.21
C -0.64 1.43 -0.56
O -0.37 2.56 0.22
C 0.89 3.01 -0.03
O 1.46 4.01 0.46
O 1.50 2.19 -0.96
H 1.48 -0.07 0.35
H 2.37 -0.38 -1.11
H 0.65 -1.02 -0.76
H 0.51 1.05 -2.30
H -1.16 0.72 0.03
H -1.21 1.71 -1.46
C 1.96 -2.63 -3.36
C 2.67 -1.61 -4.34
C 1.81 -0.69 -5.26
O 2.33 0.59 -5.01
C 3.24 0.53 -4.02
O 3.73 1.49 -3.50
O 3.52 -0.71 -3.68
H 1.75 -2.15 -2.36
H 2.59 -3.49 -3.12
H 1.13 -3.06 -3.83
H 3.15 -2.28 -5.12
H 0.78 -0.98 -5.08
H 1.95 -0.95 -6.27
C -4.27 -0.38 -0.39
C -4.33 1.12 -0.10
C -4.02 2.01 -1.30
O -5.15 2.95 -1.25
C -5.93 2.65 -0.19
O -6.83 3.43 0.19
O -5.59 1.62 0.41
H -3.33 -0.51 -0.97
H -5.06 -0.70 -1.08
H -4.10 -1.06 0.48
H -3.57 1.25 0.69
H -4.04 1.47 -2.19
H -3.06 2.49 -1.28
C 4.78 1.51 -0.06
O 5.27 1.85 1.17
C 4.53 1.50 2.24
O 3.27 0.89 2.08
O 5.07 1.76 3.46
C 4.30 1.72 4.70
H 3.67 1.80 -0.24
H 4.90 0.43 -0.02
H 5.34 1.87 -0.92
H 5.00 2.11 5.48
H 3.98 0.73 5.02
H 3.41 2.34 4.63
C -4.93 -1.08 4.48
O -3.91 -1.86 3.84
C -2.96 -1.35 3.14
O -2.76 -0.04 2.95
O -2.12 -2.20 2.64
C -1.14 -1.78 1.71
H -5.58 -0.86 3.68
H -4.52 -0.09 4.71
H -5.60 -1.52 5.17
H -0.13 -1.55 2.04
H -1.60 -1.02 1.04
H -0.91 -2.64 1.13
C -1.86 -2.49 -2.44
O -1.66 -1.11 -2.56
C -1.60 -0.70 -3.79
O -1.64 -1.56 -4.87
O -1.56 0.68 -3.92
C -1.57 1.14 -5.26
H -0.95 -2.97 -2.74
H -2.57 -2.86 -3.10
H -2.06 -2.77 -1.38
H -1.59 2.24 -5.15
H -2.41 0.74 -5.75
H -0.68 0.88 -5.71
C 0.41 -5.25 -1.20
O 0.83 -4.00 -0.67
C 2.05 -3.84 -0.21
O 2.98 -4.87 -0.33
O 2.28 -2.70 0.30
C 3.64 -2.43 0.63
H -0.60 -5.32 -1.61
H 0.49 -5.95 -0.36
H 0.96 -5.47 -2.10
H 4.33 -2.61 -0.18
H 3.96 -3.10 1.45
H 3.71 -1.41 1.02
```

Calculated values
- total charge = 0
- LUMO energy (eV) = -0.07
- SMILES = C[C@H]1COC(=O)O1.C[C@H]1COC(=O)O1.C[C@H]1COC(=O)O1.C[C@H]1COC(=O)O1.COC(=O)OC.COC(=O)OC.COC(=O)OC.COC(=O)OC
- relative energy (zero: lowest compared OMol25 entry of this formula, charge and spin) (kcal/mol) = 160.9
- HOMO level (eV) = -9.7
- spin multiplicity = 1

Results of the Löwdin charge analysis, in e, for atoms 1 through 2:
1. C -0.009
2. C -0.289

=====

[4]
Molecular formula: C28H49F6NO22
Method: DFT, wB97M-V/def2-TZVPD

Geometry as XYZ:
```
106
C28H49F6NO22 | the Open Molecules 2025 dataset | wB97M-V/def2-TZVPD
C -4.55 -3.96 3.77
C -3.76 -4.92 2.88
O -3.87 -6.24 3.51
C -4.84 -7.09 3.11
O -5.64 -6.87 2.19
C -4.85 -8.48 3.87
F -4.25 -9.40 3.13
F -4.14 -8.38 5.06
F -6.12 -8.92 4.06
H -4.41 -3.00 3.28
H -4.24 -4.00 4.81
H -5.56 -4.35 3.66
H -2.70 -4.68 2.85
H -4.00 -4.92 1.82
C 1.85 -0.73 -1.56
C 1.79 0.53 -0.65
O 1.69 1.77 -1.36
C 1.66 2.92 -0.65
O 1.59 3.00 0.60
C 1.95 4.16 -1.52
F 1.55 4.00 -2.75
F 1.21 5.18 -1.11
F 3.24 4.53 -1.42
H 2.73 -0.78 -2.20
H 1.00 -0.82 -2.24
H 1.81 -1.64 -0.98
H 2.67 0.49 -0.01
H 0.94 0.48 0.04
C -3.93 5.35 6.21
O -4.99 4.43 6.19
C -6.20 4.89 5.87
O -6.57 6.06 5.60
O -6.97 3.81 5.85
C -8.27 3.81 5.39
H -3.63 5.61 5.19
H -2.95 4.97 6.49
H -4.13 6.24 6.81
H -8.66 4.82 5.52
H -8.94 3.13 5.91
H -8.27 3.47 4.35
C -3.19 -6.45 -4.95
O -2.94 -7.83 -5.06
C -1.97 -8.48 -4.36
O -1.15 -7.95 -3.60
O -2.19 -9.74 -4.52
C -1.26 -10.73 -4.04
H -2.31 -5.84 -5.15
H -3.60 -6.27 -3.95
H -3.88 -6.32 -5.77
H -1.57 -11.74 -4.33
H -1.06 -10.67 -2.98
H -0.24 -10.57 -4.40
C 0.35 -0.71 13.37
O 0.52 0.07 12.18
C 0.45 -0.56 10.99
O 0.20 -1.77 10.83
O 0.79 0.34 10.02
C 0.82 0.05 8.61
H 1.25 -1.21 13.72
H -0.46 -1.44 13.33
H 0.07 -0.01 14.15
H 0.97 -1.01 8.38
H 1.51 0.73 8.10
H -0.15 0.37 8.23
C 12.61 2.56 0.93
O 12.42 3.38 -0.22
C 11.37 3.45 -0.95
O 10.26 2.93 -0.64
O 11.64 4.27 -2.00
C 10.61 4.61 -2.89
H 13.54 2.83 1.44
H 12.56 1.52 0.62
H 11.73 2.69 1.55
H 9.63 4.80 -2.44
H 10.45 3.83 -3.62
H 10.94 5.42 -3.54
C -0.11 1.82 -14.31
O -0.22 1.17 -13.00
C 0.99 0.75 -12.42
O 2.13 0.95 -12.82
O 0.64 0.24 -11.31
C 1.63 -0.32 -10.41
H 0.30 1.05 -14.96
H 0.58 2.66 -14.20
H -1.09 2.20 -14.59
H 2.48 -0.78 -10.92
H 1.18 -1.14 -9.85
H 2.06 0.43 -9.74
C -6.10 2.29 -1.97
O -5.29 2.36 -3.09
C -4.77 3.56 -3.60
O -4.76 4.67 -3.00
O -4.38 3.25 -4.87
C -4.16 4.33 -5.82
H -5.56 2.72 -1.13
H -6.33 1.25 -1.73
H -6.99 2.80 -2.35
H -3.38 5.01 -5.46
H -5.09 4.90 -5.85
H -3.71 3.88 -6.70
C 7.00 3.98 4.17
C 7.05 2.52 4.46
N 7.02 1.37 4.70
H 6.28 4.59 4.72
H 6.68 4.13 3.14
H 8.02 4.34 4.29
```

Calculated values
- total charge = 0
- LUMO energy (eV) = 0.27
- SMILES = CCOC(=O)C(F)(F)F.CCOC(=O)C(F)(F)F.COC(=O)OC.COC(=O)OC.COC(=O)OC.COC(=O)OC.COC(=O)OC.COC(=O)OC.CC#N
- HOMO level (eV) = -10.7
- spin multiplicity = 1

Results of the Löwdin charge analysis, in e, for atoms 1 through 2:
1. C -0.049
2. C -0.188